Record 1
{
  "formula": "H11O5S",
  "method": "the ωB97M-V functional and the def2-TZVPD basis",
  "species": ["S", "H", "H", "H", "O", "H", "H", "O", "H", "H", "O", "H", "H", "O", "H", "H", "O"],
  "xyz": [[1.138, 0.670, 0.465], [1.672, 0.798, 1.702], [0.142, 1.901, -2.177], [0.375, 0.891, -3.179], [0.311, 1.857, -3.155], [-2.145, -0.243, -0.550], [-0.887, 0.626, -0.549], [-1.658, 0.398, -1.086], [0.914, -1.323, -1.074], [1.506, -2.737, -1.093], [0.703, -2.270, -1.009], [-1.248, 0.265, 2.063], [-1.922, 1.454, 2.642], [-2.001, 0.825, 1.930], [0.041, -2.337, 1.516], [1.035, -1.321, 1.752], [0.490, -1.951, 2.265]],
  "mulliken_charge": [-0.789, -0.009, 0.335, 0.316, -0.652, 0.276, 0.164, -0.544, 0.293, 0.268, -0.600, 0.341, 0.270, -0.599, 0.326, 0.241, -0.637],
  "max_force_ev_per_a": 1.76,
  "homo_energy_ha": -0.149,
  "spin_multiplicity": 1,
  "total_energy_ev": -21253.2340,
  "total_charge": -1,
  "gap_ev": 7.68
}


Record 2
{
  "formula": "H12MgO6",
  "method": "the ωB97M-V functional and the def2-TZVPD basis",
  "species": ["Mg", "O", "H", "H", "O", "H", "H", "O", "H", "H", "O", "H", "H", "O", "H", "H", "O", "H", "H"],
  "xyz": [[0.053, -0.074, 0.013], [-0.112, 2.705, 2.021], [-0.770, 3.388, 1.890], [0.229, 2.866, 2.901], [-0.931, 2.138, -2.423], [-1.717, 2.153, -2.968], [-0.602, 3.037, -2.452], [-3.111, -0.702, 0.815], [-3.874, -0.385, 0.333], [-3.478, -1.204, 1.543], [3.100, 0.696, -0.642], [3.442, 0.734, -1.535], [3.796, 1.074, -0.103], [0.090, -2.686, -2.305], [-0.604, -3.327, -2.456], [0.814, -2.981, -2.856], [1.103, -2.211, 2.483], [1.011, -2.189, 3.436], [1.561, -3.033, 2.306]],
  "mulliken_charge": [1.616, -0.588, 0.327, 0.321, -0.591, 0.322, 0.330, -0.571, 0.323, 0.318, -0.576, 0.327, 0.319, -0.583, 0.323, 0.321, -0.581, 0.317, 0.326],
  "max_force_ev_per_a": 1.19,
  "homo_energy_ha": -0.680,
  "spin_multiplicity": 1,
  "total_energy_ev": -17907.0814,
  "total_charge": 2,
  "gap_ev": 6.94
}